{"formula": "C6H7N", "method": "ωB97M-V with the def2-TZVPD basis set", "charge": 0, "spin_multiplicity": 1, "e_homo_ev": -9.70, "energy_ev": -7824.54696, "max_force_ha_per_bohr": 0.022, "de_lowest_ev": 1.1003, "homo_lumo_gap_ev": 10.6, "elements": ["N", "C", "C", "C", "C", "C", "C", "H", "H", "H", "H", "H", "H", "H"], "coordinates": [[-0.131925, 2.809640, -1.142363], [-0.309787, 1.984799, -0.351749], [-0.237013, 0.805798, 0.506033], [1.170484, 0.232365, 0.096710], [0.913102, -1.214963, -0.213335], [-0.382162, -1.513976, -0.199987], [-1.261296, -0.349387, 0.219785], [-0.295605, 1.135197, 1.552076], [1.491966, 0.729989, -0.828486], [1.945321, 0.424416, 0.844815], [1.719639, -1.879517, -0.523144], [-0.800235, -2.475167, -0.498364], [-1.969481, -0.072860, -0.572428], [-1.853007, -0.616334, 1.110434]], "forces_ev_per_a": [[-0.497, -0.381, 0.735], [-0.237, 0.656, -0.866], [0.284, -0.225, -0.070], [0.191, -0.175, 0.102], [-0.183, -0.021, -0.048], [0.088, 0.073, -0.055], [0.089, 0.007, -0.079], [0.180, -0.230, -0.267], [0.099, -0.110, 0.309], [-0.146, -0.133, 0.009], [-0.273, 0.092, 0.137], [0.083, 0.230, 0.177], [0.128, -0.055, 0.169], [0.193, 0.273, -0.252]], "mulliken_charge": [-0.489, -0.018, 0.384, -0.848, -0.345, -0.341, -0.764, 0.360, 0.327, 0.329, 0.390, 0.380, 0.351, 0.285]}